DFT (wB97M-V/def2-TZVPD) results for C18H23FN3PtSeSi as an isolated structure at a distorted geometry.

Geometry as XYZ:
```
48
Properties=species:S:1:pos:R:3:forces:R:3:nbo_charge:R:1
Pt -0.141 0.137 -0.352 -2.23 -0.50 0.65 0.65
C 4.703 1.784 1.688 -0.38 0.49 0.31 -0.41
N 5.228 0.804 0.766 -0.40 -0.45 0.03 -0.37
C 6.540 0.670 0.393 0.24 -0.29 -0.32 -0.04
C 6.601 -0.371 -0.477 0.15 0.38 0.20 -0.06
N 5.323 -0.848 -0.616 -0.40 0.04 0.45 -0.37
C 4.911 -1.948 -1.454 -0.26 -0.41 -0.50 -0.40
C 4.498 -0.145 0.171 -2.51 0.29 -0.61 0.43
Se 2.243 0.144 -0.588 4.81 0.57 -1.26 -0.32
H 5.525 2.302 2.174 0.03 -0.08 -0.03 0.23
H 4.089 1.291 2.442 0.08 0.03 -0.07 0.23
H 4.088 2.511 1.155 0.04 -0.10 0.00 0.24
H 7.316 1.306 0.774 0.04 0.05 0.06 0.25
H 7.435 -0.804 -0.994 0.07 -0.06 -0.04 0.25
H 5.784 -2.484 -1.814 0.07 0.05 0.11 0.23
H 4.351 -1.574 -2.315 0.04 -0.01 0.14 0.23
H 4.280 -2.630 -0.884 0.07 0.09 -0.05 0.23
N -3.087 0.292 0.661 -0.65 -0.07 0.42 -0.41
C -1.993 0.295 0.314 0.22 0.05 -1.26 0.00
C -1.852 5.810 0.300 0.59 -0.20 -0.31 -1.09
Si -0.106 5.174 -0.072 0.15 0.22 0.46 1.56
C 1.065 5.577 1.383 -0.47 -0.15 -0.69 -1.08
C 0.634 5.719 -1.727 -0.29 -0.11 0.39 -1.09
C -0.173 3.312 -0.147 -0.06 0.33 -0.08 -0.44
C -0.193 2.100 -0.268 0.59 -0.92 0.74 -0.26
H -1.883 6.897 0.341 0.06 0.12 -0.01 0.24
H -2.203 5.428 1.256 0.04 -0.08 0.11 0.25
H -2.551 5.482 -0.464 -0.08 -0.03 -0.10 0.25
H 1.141 6.654 1.512 0.02 0.14 0.03 0.24
H 2.062 5.184 1.195 0.12 -0.03 -0.05 0.23
H 0.699 5.145 2.311 -0.09 -0.04 0.08 0.24
H 0.707 6.802 -1.806 -0.03 0.14 0.06 0.24
H 0.028 5.366 -2.559 -0.11 -0.04 -0.05 0.24
H 1.633 5.308 -1.855 0.09 -0.07 0.08 0.24
F -2.239 -2.014 -5.143 0.16 -0.01 0.58 -0.26
C -1.751 -2.016 -3.914 0.07 0.01 -0.21 0.57
C -2.623 -2.172 -2.836 -0.28 -0.06 0.37 -0.30
C -2.120 -2.137 -1.563 -0.50 0.23 -0.26 -0.02
C -0.719 -1.986 -1.331 0.68 0.81 1.01 -0.18
C -0.193 -2.017 0.004 -0.01 -1.19 -0.05 -0.34
C 0.137 -1.885 -2.470 0.22 -0.16 -0.44 -0.05
C -0.376 -1.885 -3.743 0.33 0.05 0.05 -0.32
H -3.678 -2.308 -3.019 -0.06 0.02 -0.03 0.27
H -2.784 -2.243 -0.716 0.00 0.10 0.01 0.26
H 0.821 -2.375 0.153 -0.02 0.29 -0.06 0.25
H -0.881 -2.339 0.779 -0.02 0.37 0.08 0.25
H 1.212 -1.866 -2.328 -0.11 0.20 0.09 0.26
H 0.264 -1.803 -4.608 0.01 0.00 -0.07 0.26
```
Forces are in eV/Å.

As for the energy above the lowest of the compared OMol25 structures with the same formula, charge and spin: 4.101 eV. For the HOMO energy (spin up / spin down), the calculation gives -11.35 / -11.34 eV. Its energy is -3773.66312 hartree. The net charge is +1.